<w>
Computed, not measured: a molecular structure, C34H47Br2N3O3RuSb3, with ωB97M-V with the def2-TZVPD basis set.

Its total charge is +3. As for the LUMO energy (spin up / spin down): -10.764 / -10.769 eV. The calculation puts the molar mass at 1171.93 u. The value obtained for the HOMO-LUMO gap (spin up / spin down) is 4.5 / 4.5 eV.

Geometry as XYZ:
```
93
C34H47Br2N3O3RuSb3 | the Open Molecules 2025 dataset | ωB97M-V with the def2-TZVPD basis set
Ru -0.37 -0.18 0.14
C -1.07 -1.79 -3.62
Sb -0.17 -2.05 -1.72
C 1.61 -3.07 -2.26
C -1.49 -3.68 -1.07
C -0.68 -4.84 -0.57
C -0.18 -5.77 -1.47
C 0.63 -6.82 -1.05
C 0.99 -6.92 0.28
C 0.49 -5.99 1.18
C -0.37 -4.97 0.78
C -0.97 -4.07 1.83
Sb -0.13 -2.07 1.90
C -0.51 -1.62 3.95
C 1.92 -2.67 1.93
H -1.21 -2.80 -4.01
H -0.41 -1.23 -4.27
H -2.02 -1.28 -3.53
H 1.31 -3.89 -2.91
H 2.14 -3.46 -1.39
H 2.24 -2.38 -2.81
H -2.05 -3.92 -1.98
H -2.16 -3.24 -0.34
H -0.46 -5.69 -2.52
H 0.98 -7.56 -1.77
H 1.63 -7.72 0.61
H 0.75 -6.09 2.23
H -0.74 -4.44 2.83
H -2.05 -3.98 1.73
H -0.98 -2.49 4.41
H -1.17 -0.77 4.05
H 0.43 -1.41 4.46
H 2.31 -2.58 2.94
H 2.50 -2.04 1.26
H 1.98 -3.70 1.60
Br -1.04 2.19 -4.35
C -0.52 2.97 -2.74
C -0.17 4.31 -2.70
C 0.21 4.89 -1.51
Br 0.71 6.68 -1.53
C 0.21 4.16 -0.29
C 0.54 4.70 0.97
C 0.43 3.91 2.09
C -0.01 2.59 1.95
N -0.26 2.02 0.77
C -0.16 2.81 -0.33
C -0.47 2.17 -1.57
O -0.73 0.92 -1.51
H -0.19 4.89 -3.61
H 0.88 5.72 1.05
H 0.65 4.29 3.07
H -0.13 1.99 2.83
O 1.87 0.70 7.00
C 2.80 1.72 6.69
N 3.15 1.57 5.29
C 2.24 1.81 4.33
O 1.15 2.34 4.51
C 2.58 1.36 2.93
C 3.74 1.62 2.21
C 3.80 1.25 0.88
C 2.71 0.64 0.29
N 1.59 0.39 0.98
C 1.54 0.73 2.27
H 1.52 0.85 7.88
H 3.71 1.63 7.28
H 2.37 2.71 6.83
H 3.99 1.05 5.07
H 4.58 2.12 2.68
H 4.69 1.43 0.29
H 2.71 0.36 -0.76
H 0.62 0.53 2.81
C -5.15 -1.20 2.17
C -4.01 -1.29 1.15
Sb -2.69 0.41 1.16
C -2.80 1.25 3.14
C -3.43 2.64 3.14
C -3.69 1.78 -0.16
C -5.22 1.71 -0.03
H -5.80 -2.07 2.04
H -5.76 -0.31 2.04
H -4.78 -1.22 3.20
H -4.38 -1.34 0.13
H -3.40 -2.17 1.33
H -1.80 1.26 3.56
H -3.40 0.54 3.72
H -2.91 3.33 2.47
H -3.37 3.06 4.14
H -4.48 2.62 2.85
H -3.36 1.52 -1.16
H -3.31 2.77 0.09
H -5.62 0.76 -0.38
H -5.65 2.49 -0.66
H -5.57 1.89 0.99
```

---

<x>
Computed, not measured: a molecular structure, C34H47Br2N3O3RuSb3, with ωB97M-V with the def2-TZVPD basis set.

Its total charge is +3. As for the LUMO energy (spin up / spin down): -11.596 / -11.595 eV. The calculation puts the molar mass at 1171.93 u. The value obtained for the HOMO-LUMO gap (spin up / spin down) is 2.1 / 2.1 eV.

Geometry as XYZ:
```
93
C34H47Br2N3O3RuSb3 | the Open Molecules 2025 dataset | ωB97M-V with the def2-TZVPD basis set
Ru 1.17 2.38 1.02
C 2.42 1.82 4.70
Sb 3.14 2.30 2.75
C 4.20 4.10 3.08
C 4.73 0.89 2.52
C 5.69 1.33 1.45
C 6.80 2.08 1.83
C 7.73 2.52 0.89
C 7.55 2.20 -0.45
C 6.46 1.44 -0.83
C 5.52 1.00 0.10
C 4.36 0.18 -0.39
Sb 2.68 1.42 -0.90
C 1.63 0.15 -2.25
C 3.58 2.79 -2.23
H 1.69 2.57 5.03
H 3.26 1.82 5.39
H 1.96 0.84 4.69
H 4.87 4.28 2.24
H 4.80 4.01 3.99
H 3.51 4.94 3.18
H 4.28 -0.09 2.33
H 5.22 0.85 3.49
H 6.96 2.31 2.88
H 8.59 3.10 1.21
H 8.28 2.52 -1.18
H 6.35 1.16 -1.87
H 4.02 -0.57 0.32
H 4.62 -0.34 -1.31
H 2.33 -0.21 -3.00
H 0.84 0.71 -2.74
H 1.20 -0.69 -1.71
H 4.13 2.24 -3.00
H 4.27 3.44 -1.70
H 2.81 3.40 -2.71
Br -0.46 -2.22 2.23
C -0.90 -0.61 3.04
C -1.79 -0.57 4.12
C -2.13 0.63 4.72
Br -3.30 0.61 6.17
C -1.59 1.86 4.24
C -1.87 3.14 4.77
C -1.29 4.24 4.21
C -0.42 4.09 3.13
N -0.13 2.91 2.61
C -0.70 1.81 3.15
C -0.32 0.57 2.55
O 0.54 0.57 1.59
H -2.21 -1.49 4.50
H -2.55 3.23 5.61
H -1.49 5.23 4.60
H 0.06 4.96 2.68
O -5.22 -1.77 -2.28
C -4.82 -0.77 -3.18
N -4.15 0.34 -2.55
C -2.87 0.22 -2.11
O -2.26 -0.84 -2.11
C -2.23 1.50 -1.65
C -2.59 2.75 -2.12
C -1.90 3.87 -1.69
C -0.86 3.69 -0.80
N -0.49 2.49 -0.34
C -1.16 1.41 -0.76
H -6.14 -1.64 -2.02
H -5.67 -0.37 -3.74
H -4.13 -1.22 -3.89
H -4.66 1.19 -2.39
H -3.38 2.87 -2.85
H -2.14 4.86 -2.04
H -0.29 4.54 -0.44
H -0.83 0.45 -0.40
C -3.69 -5.37 -4.66
C -3.65 -3.95 -4.10
Sb -2.79 -3.93 -2.15
C -1.32 -5.50 -2.06
C -2.00 -6.82 -1.71
C -4.28 -4.32 -0.67
C -5.41 -5.14 -1.26
H -4.10 -5.32 -5.68
H -4.33 -6.03 -4.08
H -2.70 -5.82 -4.74
H -4.64 -3.51 -3.98
H -3.05 -3.28 -4.72
H -0.58 -5.21 -1.31
H -0.83 -5.50 -3.03
H -2.50 -6.79 -0.75
H -1.23 -7.59 -1.66
H -2.72 -7.13 -2.47
H -4.61 -3.35 -0.31
H -3.76 -4.84 0.15
H -5.89 -4.63 -2.10
H -6.17 -5.30 -0.50
H -5.08 -6.13 -1.60
```

---

Relative to the most stable structure, the computed energies are <w> 5.5; <x> 0.0, all in kcal/mol.